# C5H8N

The ion C5H8N with charge +1 (the ωB97M-V functional and the def2-TZVPD basis, the Open Molecules 2025 dataset).

Geometry (Å):
C  2.1828  0.3352  0.5130
C  -1.9022  0.1443  0.2069
C  3.1345  -0.3874  0.0229
C  0.5935  0.0673  -0.1811
C  -3.2708  -0.0316  0.0967
N  -0.7885  0.1193  0.0918
H  -3.3377  -1.0538  -0.0204
H  3.1151  -1.0314  -0.8636
H  4.1122  -0.1725  0.5787
H  0.6491  0.9257  -0.9455
H  0.8730  -0.8246  -0.7931
H  -3.8888  0.5035  0.9189
H  2.1539  1.1322  1.2468
H  -3.6261  0.2737  -0.8720

For the electronic energy, the calculation gives -249.67963 hartree. The lowest unoccupied orbital energy is -3.729 eV. The calculation puts the HOMO-LUMO gap at 10.514 eV. Its net charge is +1. The SMILES is C=CC[N+]#CC. The value obtained for the energy above the lowest of the compared OMol25 structures with the same formula, charge and spin is 3.960 eV.